[1]
# C22H28BeN9O2SSi

C22H28BeN9O2SSi as an isolated structure (the ωB97M-V functional and the def2-TZVPD basis, the Open Molecules 2025 dataset).

Properties
- charge = +1
- HOMO (eV) = -9.94
- frontier orbital gap (hartree) = 0.2532
- E_LUMO (Eh) = -0.11207

XYZ file:
```
64
Properties=species:S:1:pos:R:3:forces:R:3
Be -0.47358 1.62515 -0.03459 0.2 0.1 0.3
N 0.00787 2.88878 1.32148 -0.1 -0.1 -0.1
N -1.03907 3.80599 1.42661 0.0 0.0 0.0
C -2.03662 3.67563 0.52814 -0.2 -0.1 -0.2
N -3.04067 4.53260 0.56465 0.1 0.0 0.0
N -1.85726 2.65840 -0.32388 0.1 0.2 -0.1
N -2.83884 2.36204 -1.26928 -0.3 -0.5 0.3
O -2.51419 1.53647 -2.07856 0.0 0.3 0.0
O -3.94893 2.86697 -1.17790 0.3 0.1 -0.1
H 0.19534 2.45440 2.21802 0.0 -0.1 0.1
H 0.86158 3.31892 0.97151 0.0 0.0 0.0
H -0.95447 4.63054 1.99655 0.1 0.0 0.1
H -3.08761 5.25039 1.26717 0.0 0.0 0.0
H -3.82088 4.35748 -0.04919 -0.1 0.0 -0.1
N 1.67765 -0.87996 0.19913 -0.2 -0.1 -0.1
C 3.03527 -0.50936 -0.01012 0.0 0.0 0.0
C 4.02030 -1.29249 0.59101 0.0 -0.1 0.0
C 5.36136 -0.99289 0.44233 0.0 0.0 0.0
C 5.74512 0.11175 -0.30921 0.0 0.0 0.0
C 4.77788 0.90412 -0.89686 0.0 0.0 0.0
C 3.42363 0.60661 -0.75231 0.0 0.1 0.0
S 2.24103 1.60136 -1.59764 -0.1 0.1 0.0
N 0.88136 1.16266 -0.71773 -0.2 -0.4 -0.2
C 0.62277 -0.25763 -0.59934 0.2 0.1 -0.1
C -1.85354 -0.79093 0.10329 0.0 0.1 -0.1
C -1.93387 -2.12144 -0.28699 0.1 0.0 0.0
C -3.18520 -2.68129 -0.48485 0.0 0.0 0.0
C -4.31496 -1.91152 -0.27026 0.0 0.1 0.0
C -4.13476 -0.59958 0.13331 0.0 0.0 0.0
N -2.93453 -0.04730 0.31083 0.1 0.1 0.1
H 1.58960 -1.88624 0.22797 0.0 0.0 0.0
H 3.71767 -2.15644 1.17703 0.0 0.0 0.0
H 6.10548 -1.61867 0.91672 0.0 0.0 0.0
H 6.79220 0.35380 -0.43326 0.0 0.0 0.0
H 5.05880 1.76982 -1.48767 0.0 0.0 0.0
H -1.04645 -2.71294 -0.44935 0.0 0.0 0.0
H -3.26856 -3.71427 -0.79776 0.0 0.0 0.0
H -5.30985 -2.31025 -0.41614 0.0 0.0 0.0
H -4.98563 0.04735 0.32002 0.0 0.0 0.0
C 0.09331 -2.27008 2.50440 0.1 0.0 -0.1
Si -0.01607 -0.44576 2.10709 0.1 0.1 0.1
C 1.53459 0.47961 2.63305 -0.1 0.3 0.1
C -1.43604 0.25238 3.11991 -0.1 -0.1 -0.1
N -0.58757 -0.11430 0.35758 0.0 -0.3 0.0
C 0.39976 -0.98989 -1.93148 0.0 0.0 0.2
C -0.21410 -0.33159 -2.99057 -0.1 0.0 0.0
C -0.41987 -0.96744 -4.20603 0.0 0.0 0.0
C 0.00929 -2.27357 -4.39161 0.0 0.0 0.0
C 0.65849 -2.92972 -3.35726 0.0 0.0 0.0
C 0.85653 -2.29006 -2.14262 0.0 0.0 0.0
H -0.37761 -2.45878 3.47325 0.0 0.0 -0.1
H 1.13324 -2.59849 2.56963 0.0 0.0 0.0
H -0.42231 -2.89882 1.77455 0.0 0.0 0.1
H 2.25607 -0.25450 3.00340 0.0 0.0 0.0
H 1.33752 1.17166 3.46391 0.1 -0.1 -0.1
H 2.03774 1.00263 1.81591 -0.1 0.0 0.1
H -1.12841 0.37762 4.16357 0.0 0.0 -0.1
H -2.29041 -0.42958 3.11139 0.0 0.1 0.0
H -1.79936 1.21520 2.74669 0.0 0.0 0.1
H -0.52331 0.69488 -2.87293 0.0 0.0 0.0
H -0.90315 -0.43295 -5.01423 0.0 0.0 0.0
H -0.14514 -2.77225 -5.34052 0.0 0.0 0.0
H 1.02368 -3.93943 -3.49843 0.0 0.0 0.0
H 1.38770 -2.83481 -1.37159 0.0 0.0 0.0
```
Forces are in eV/Å.

Results of the Mulliken charge analysis, in e, for atoms 1 through 6: -0.8736 0.0442 -0.5310 0.6864 -0.3195 0.1718


[2]
# C4H14N

A 2-piece molecular cluster, C4H14N overall in a non-equilibrium geometry (the ωB97M-V functional and the def2-TZVPD basis, the Open Molecules 2025 dataset).

Properties
- charge = +1
- HOMO (eV) = -13.47
- frontier orbital gap (hartree) = 0.3406
- E_LUMO (Eh) = -0.15447
- relative energy (zero: lowest compared OMol25 entry of this formula, charge and spin) (kJ/mol) = 85.6

XYZ file:
```
19
Properties=species:S:1:pos:R:3:forces:R:3
C -0.50161 -3.03324 0.27289 1.3 0.1 0.6
N 0.34507 -3.89888 1.22064 -0.2 0.6 -0.8
H -0.20412 -3.36847 -0.71207 -0.3 0.2 -0.3
H -1.55939 -3.14057 0.47366 0.0 -0.1 0.1
H -0.12108 -2.03735 0.47641 -0.5 0.3 -0.4
H 0.13500 -3.71804 2.20158 -0.4 -0.6 0.1
H 1.33021 -3.64782 1.11912 0.0 0.0 -0.2
H 0.24417 -4.85649 0.88952 0.0 -0.3 0.9
C -0.84539 3.40279 -0.27905 -0.7 -0.9 0.0
C 0.20273 2.69435 -1.10262 0.2 0.8 -0.5
C 0.77084 1.50666 -0.34869 0.9 0.1 -1.0
H -0.43779 3.81616 0.63382 0.1 0.6 0.0
H -1.55617 2.64357 0.07031 -0.1 0.1 -0.1
H -1.42617 4.09726 -0.87988 0.2 0.4 0.3
H 0.98526 3.40546 -1.38762 0.3 -0.1 0.4
H -0.20504 2.48015 -2.09319 -0.2 -0.7 0.2
H 1.52150 0.99287 -0.95975 -0.1 -0.1 0.0
H 1.33386 1.87035 0.51162 -0.4 -0.2 0.3
H -0.01188 0.79123 -0.10669 -0.1 0.0 0.4
```
Forces are in eV/Å.

Results of the Mulliken charge analysis, in e, for atoms 1 through 6: -0.6538 -0.3435 0.3301 0.3148 0.2818 0.3544


[3]
# C5H10O2

The molecule C5H10O2 (the ωB97M-V functional and the def2-TZVPD basis, the Open Molecules 2025 dataset).

Properties
- HOMO (eV) = -9.67
- frontier orbital gap (hartree) = 0.3916
- E_LUMO (Eh) = 0.03640
- SMILES = OC[C@H]1CCCO1
- relative energy (zero: lowest compared OMol25 entry of this formula, charge and spin) (kJ/mol) = 135.0

XYZ file:
```
17
Properties=species:S:1:pos:R:3:forces:R:3
O -2.82080 0.52386 0.14572 -0.1 -0.1 -0.1
C -1.60894 0.65905 0.85002 0.3 0.1 0.2
C -0.42984 0.63791 -0.11252 0.0 -0.1 0.3
C 0.95153 0.58689 0.54396 0.0 0.1 0.0
C 1.73567 -0.39759 -0.34635 0.1 0.1 0.2
C 0.63929 -1.29855 -0.93006 0.2 -0.1 -0.1
O -0.58294 -0.57892 -0.85035 0.0 0.1 -0.1
H -2.68057 -0.22463 -0.45397 -0.1 0.2 0.1
H -1.46760 -0.17513 1.55887 0.0 0.2 -0.1
H -1.65684 1.59306 1.41984 0.0 -0.1 -0.1
H -0.48923 1.48400 -0.80848 -0.1 -0.1 0.0
H 0.90469 0.23822 1.58467 -0.1 -0.1 -0.2
H 1.39767 1.58531 0.56385 0.0 -0.2 0.0
H 2.44014 -0.99182 0.24069 0.0 0.1 -0.1
H 2.32409 0.15047 -1.09154 -0.3 -0.2 -0.1
H 0.56191 -2.21744 -0.33196 -0.1 0.1 -0.1
H 0.78176 -1.57470 -1.98240 0.2 0.0 0.2
```
Forces are in eV/Å.

Results of the Mulliken charge analysis, in e, for atoms 1 through 6: -0.5375 -0.6750 0.2960 -0.6774 -0.4943 -0.4726


[4]
# C18H32Cl3N2O4RuS4Si4

C18H32Cl3N2O4RuS4Si4 as an isolated structure in a non-equilibrium geometry (the ωB97M-V functional and the def2-TZVPD basis, the Open Molecules 2025 dataset).

Properties
- charge = -2
- HOMO (alpha / beta) (eV) = -1.74 / -1.40
- frontier orbital gap (alpha / beta) (hartree) = 0.2154 / 0.2111
- 2S+1 = 2
- E_LUMO (alpha / beta) (Eh) = 0.15136 / 0.15954

XYZ file:
```
68
Properties=species:S:1:pos:R:3:forces:R:3
Ru -0.68297 -0.78404 0.10335 0.3 -1.4 0.6
C -0.85364 2.14649 2.50555 -0.1 -0.1 0.0
O -1.38618 1.38421 1.45492 0.2 0.2 0.1
Si -2.99366 1.15710 1.06646 0.0 0.0 -0.3
C -3.75136 2.88816 0.99089 0.0 0.1 0.0
C -3.86370 0.33319 2.50338 0.0 -0.1 0.0
C -2.84770 0.29900 -0.53912 0.9 -0.5 0.0
Si -4.09068 -0.96183 -1.11396 -0.1 0.3 -0.1
C -5.31075 -1.65114 0.15968 0.0 0.0 0.1
C -5.34970 -0.11738 -2.27522 0.0 0.0 -0.1
C -3.32097 -2.34834 -2.12280 0.0 -0.1 0.1
Si -2.31988 1.46542 -1.87724 -0.4 0.3 -0.1
C -2.06227 0.69884 -3.57732 0.0 -0.1 0.0
C -0.87315 2.58320 -1.40685 0.1 0.0 0.2
C -3.73444 2.71971 -2.27451 0.0 0.0 -0.1
H -1.04610 1.67582 3.47656 0.0 0.0 0.0
H -1.27494 3.15955 2.51420 0.0 0.0 0.0
H 0.22503 2.22306 2.36074 0.0 0.0 0.0
H -3.76304 3.36226 1.97836 0.0 0.0 0.0
H -4.78408 2.84179 0.63321 0.0 0.0 0.0
H -3.19329 3.53022 0.30608 0.0 0.0 0.0
H -3.83722 0.99809 3.37277 0.0 0.0 0.0
H -3.37822 -0.60089 2.78643 0.0 0.0 0.1
H -4.90823 0.12161 2.26408 0.0 0.0 0.0
H -6.05719 -0.88918 0.41211 0.0 0.0 0.0
H -4.84928 -1.99815 1.07932 0.0 0.0 0.0
H -5.83855 -2.49853 -0.29236 0.0 0.0 0.0
H -5.83909 0.71415 -1.75804 0.0 -0.1 0.0
H -6.12706 -0.83335 -2.56843 0.0 0.0 0.0
H -4.90023 0.28343 -3.18482 -0.1 0.0 0.0
H -2.34596 -2.61636 -1.71341 0.0 0.0 0.0
H -3.15303 -2.03155 -3.15490 0.0 0.0 0.0
H -3.94221 -3.25016 -2.13612 0.0 0.1 0.0
H -2.96495 0.17692 -3.90071 0.0 0.0 0.0
H -1.23274 0.00382 -3.64824 0.0 0.0 0.0
H -1.87379 1.51818 -4.27959 0.0 0.0 0.0
H -0.20776 2.11271 -0.68186 0.1 0.0 0.0
H -1.24207 3.51495 -0.96376 0.0 -0.1 0.0
H -0.27469 2.82843 -2.28289 0.0 0.1 -0.1
H -4.10236 2.56063 -3.29346 0.0 0.0 0.0
H -3.37835 3.75382 -2.21029 0.0 0.0 0.0
H -4.58569 2.61872 -1.60121 0.0 0.0 0.0
O -2.54661 -7.50224 -0.38902 0.0 -0.1 0.0
C -2.15290 -6.38088 -0.16313 0.0 0.1 0.0
S -0.57902 -5.77096 -0.67988 0.0 0.0 -0.1
C -0.73937 -4.15294 -0.01224 -1.3 -0.3 0.2
C -1.90746 -3.87511 0.63004 0.8 -0.6 -0.4
S -2.21310 -2.35712 1.31199 -0.2 1.0 -0.3
S -3.09802 -5.16434 0.70347 0.1 0.0 0.0
S 0.48620 -2.99509 -0.19841 0.6 0.8 0.4
C 1.23991 -1.04499 5.82990 0.0 0.0 0.0
N 1.43398 -0.78864 4.41976 0.1 -0.1 0.0
C 2.63865 -0.38776 3.92455 0.0 0.0 0.0
C 2.79192 -0.04790 2.63698 0.0 0.0 -0.1
C 1.61435 -0.11205 1.78263 -0.1 0.1 0.1
O 1.61988 0.34221 0.62131 -0.2 0.0 -0.3
N 0.47731 -0.65956 2.26334 0.1 0.0 -0.1
C 0.30366 -0.93967 3.56893 -0.1 0.0 0.1
O -0.74488 -1.28423 4.10448 0.0 0.1 0.0
H 2.21414 -1.08632 6.31802 0.0 0.0 0.0
H 0.71430 -1.98761 5.96766 0.0 0.0 0.0
H 0.63483 -0.26294 6.29427 0.0 0.0 0.0
H 3.45326 -0.35449 4.63903 0.0 0.0 0.0
H 3.73977 0.25983 2.22368 0.0 0.0 0.0
Cl 2.80574 -1.59617 -1.64693 0.0 0.1 0.1
Si 0.76948 -1.01107 -1.88905 -0.5 -0.1 -0.3
Cl 1.27374 0.70182 -3.08906 0.0 0.0 0.1
Cl 0.19292 -2.31987 -3.48639 0.0 0.2 0.1
```
Forces are in eV/Å.

Results of the Mulliken charge analysis, in e, for atoms 1 through 6: 2.0887 -1.2839 0.4882 0.1917 -1.3971 -1.1881


Number 1: E -59884.5896 eV. Number 2: E -5857.9663 eV. Number 3: E -9441.6439 eV. Number 4: E -145367.0564 eV.